[1]
2 unconnected molecules or ions with the total composition C11H18 at a distorted geometry, computed with the ωB97M-V functional and the def2-TZVPD basis.

Atoms and positions in Å:
C: -0.8127 -1.3906 1.7329
C: -0.5173 -2.8186 2.3009
C: -2.2163 -1.0177 1.3509
C: -0.3473 -0.3342 2.7470
H: -0.0977 -1.4198 0.9188
H: -1.2864 -3.5638 2.0939
H: -3.0049 -1.0613 2.1120
H: -2.2499 0.0500 1.1178
H: -2.6764 -1.6274 0.5644
H: -0.7816 -0.4941 3.7386
H: 0.7480 -0.2502 2.8119
H: -0.4688 -2.7072 3.3880
H: 0.4264 -3.2042 1.9234
H: -0.5174 0.7261 2.5443
C: 2.4741 1.3878 0.1078
C: 0.7410 2.1693 -1.5255
C: 1.4362 1.0889 -0.9151
C: -0.4088 1.9089 -2.2478
C: -0.7816 0.6059 -2.5658
C: 0.9811 -0.1807 -1.1370
C: -0.1558 -0.4525 -1.9132
H: 1.1285 3.1673 -1.3716
H: -1.0086 2.7581 -2.5548
H: 3.1906 2.1574 -0.1740
H: 3.1149 0.5311 0.3359
H: -1.6842 0.3641 -3.1106
H: 1.4008 -0.9278 -0.4677
H: -0.4444 -1.4838 -2.0605
H: 2.0498 1.7006 1.0678

Structure (SMILES) = Cc1ccccc1.CC(C)C
Energy above the lowest of the compared OMol25 structures with the same formula, charge and spin = 22.7 kcal per mole
Net charge = 0

***

[2]
2 unconnected molecules or ions with the total composition C2H2Br3F at a distorted geometry, computed with the ωB97M-V functional and the def2-TZVPD basis.

Atoms and positions in Å:
C: 0.4798 0.1971 0.5999
C: -0.2812 -0.3767 -0.5521
F: 0.4534 -0.9052 -1.5057
Br: 0.7555 -1.0450 2.0641
Br: -1.0693 1.9714 -1.5319
Br: -1.9347 -1.3558 -0.4896
H: 0.0822 1.1123 1.1175
H: 1.5142 0.4019 0.2978

Energy above the lowest of the compared OMol25 structures with the same formula, charge and spin = 26.5 kcal per mole
Net charge = 0

***

[3]
A single C3H4Cl2S molecule at a distorted geometry, computed with the ωB97M-V functional and the def2-TZVPD basis.

Atoms and positions in Å:
C: -0.3490 -0.3683 0.5868
C: -1.0441 0.5761 -0.4926
C: 1.0844 -0.0415 0.0391
S: 0.4498 0.7887 -1.4283
Cl: 2.1620 -1.6228 -0.4969
Cl: 2.1214 0.8158 1.1043
H: -0.6359 -0.2018 1.5787
H: -0.4665 -1.3406 0.3824
H: -1.6805 -0.0977 -1.0647
H: -1.6416 1.4921 -0.2087

Structure (SMILES) = ClC1(Cl)CCS1
Energy above the lowest of the compared OMol25 structures with the same formula, charge and spin = 16.8 kcal per mole
Net charge = 0